C3H9N2Si | ωB97M-V with the def2-TZVPD basis set

The geometry in XYZ format:
```
15
C3H9N2Si, DFT ωB97M-V with the def2-TZVPD basis set
C -2.049 1.451 -0.758
H -1.222 -2.853 0.173
Si -0.097 -0.560 0.008
H 3.313 0.644 0.648
N -1.423 0.429 -0.181
H 2.167 1.779 -0.043
N 1.513 -0.073 0.224
C 2.283 0.993 0.686
H -3.152 1.199 -0.727
H 1.981 1.195 1.660
C -0.228 -2.423 0.054
H 0.284 -2.760 0.994
H -2.023 1.571 -1.812
H 0.477 -2.933 -0.665
H -1.825 2.341 -0.259
```

Its orbital gap (alpha / beta) is 5.898 / 5.943 eV. For the energy above the lowest of the compared OMol25 structures with the same formula, charge and spin, the calculation gives 124.2 kcal per mole. The spin multiplicity is 1. As for the HOMO energy (alpha / beta): -13.933 / -14.004 eV. Its total energy is -518.2820 Eh. For the LUMO energy (alpha / beta), the calculation gives -8.035 / -8.061 eV. As for the net charge: +1.

Which charges does Mulliken predict for the atoms? In e, they are:
1 C -0.543
2 H 0.338
3 Si 0.369
4 H 0.299
5 N -0.114
6 H 0.290
7 N -0.060
8 C -0.526
9 H 0.299
10 H 0.283
11 C -0.912
12 H 0.318
13 H 0.320
14 H 0.338
15 H 0.301


C3H9N3 | ωB97M-V with the def2-TZVPD basis set

The geometry in XYZ format:
```
15
C3H9N3, DFT ωB97M-V with the def2-TZVPD basis set
N 0.092 0.758 -0.426
H -1.348 -0.666 -1.846
H 0.260 -1.020 0.585
C -1.345 0.658 -0.227
H -2.870 1.040 0.903
H 0.318 1.488 0.238
H 1.816 0.476 1.443
N -1.890 -0.301 -1.067
C 2.095 -0.165 0.589
H -2.380 -1.070 -0.603
N -1.879 1.195 0.780
H 2.558 -1.054 0.995
H 0.929 -1.134 -1.089
H 2.837 0.304 -0.068
C 0.807 -0.508 -0.207
```

Its orbital gap (alpha / beta) is 2.946 / 9.438 eV. For the energy above the lowest of the compared OMol25 structures with the same formula, charge and spin, the calculation gives 9.1 kcal per mole. The spin multiplicity is 2. As for the HOMO energy (alpha / beta): 1.276 / -5.242 eV. Its total energy is -283.9111 Eh. For the LUMO energy (alpha / beta), the calculation gives 4.221 / 4.196 eV. As for the net charge: -1.

Which charges does Mulliken predict for the atoms? In e, they are:
1 N 0.346
2 H 0.533
3 H -0.074
4 C -1.473
5 H 0.461
6 H 0.181
7 H 0.297
8 N -0.595
9 C -1.066
10 H 0.820
11 N -0.397
12 H 0.537
13 H 0.653
14 H 0.383
15 C -1.606